ORCA calculation (ωB97M-V/def2-TZVPD) on a structure of composition C38H42BrMgN7OS4Sb.

```
! RIJCOSX wB97M-V def2-TZVPD def2/J DEFGRID3
* xyz 0 2
Mg -18.561 9.777 2.526
S -20.256 12.384 -0.799
Sb -18.500 12.376 0.693
S -19.240 12.073 2.911
S -17.230 10.408 0.509
Br -11.124 9.451 3.794
C -12.996 9.475 3.907
C -13.695 10.317 3.027
C -15.034 10.377 3.225
C -15.691 9.748 4.242
C -14.983 8.857 5.011
C -13.605 8.694 4.821
N -17.073 9.818 4.297
C -17.629 9.860 5.443
C -19.090 9.915 5.542
C -19.582 10.503 6.700
C -20.974 10.621 6.783
C -21.796 10.046 5.803
C -21.170 9.435 4.717
N -19.854 9.404 4.580
H -13.212 10.908 2.231
H -15.545 11.008 2.576
H -15.449 8.380 5.856
H -13.009 7.993 5.378
H -17.041 10.014 6.376
H -18.997 10.920 7.485
H -21.492 11.126 7.614
H -22.871 10.172 5.736
H -21.789 8.985 3.962
C -21.920 7.080 1.472
C -20.662 7.571 1.820
N -20.336 8.870 1.659
C -21.205 9.695 1.075
C -22.454 9.264 0.750
C -22.826 7.962 0.942
C -23.349 10.201 -0.004
C -24.479 10.768 0.456
C -25.124 10.670 1.782
C -26.055 11.658 2.204
C -26.635 11.564 3.458
N -26.361 10.521 4.248
C -25.507 9.610 3.711
N -24.868 9.646 2.564
H -22.086 6.015 1.487
H -19.854 6.960 2.220
H -20.926 10.748 0.892
H -23.807 7.623 0.595
H -22.968 10.521 -0.967
H -25.012 11.441 -0.257
H -26.296 12.464 1.605
H -27.316 12.313 3.793
H -25.306 8.723 4.375
C -11.873 4.209 2.538
C -13.263 4.788 2.703
C -13.908 4.760 3.900
C -15.148 5.371 4.065
C -15.875 5.167 5.363
C -15.654 6.176 3.001
C -16.848 6.971 3.265
O -17.534 7.544 2.447
C -14.999 6.160 1.766
C -15.512 6.967 0.615
C -13.835 5.488 1.611
H -11.154 4.987 2.802
H -11.623 3.820 1.520
H -11.681 3.446 3.267
H -13.462 4.285 4.769
H -16.809 4.569 5.238
H -16.194 6.119 5.829
H -15.255 4.609 6.043
H -17.019 7.081 4.331
H -16.530 6.681 0.418
H -14.977 6.768 -0.286
H -15.499 8.039 0.815
H -13.226 5.578 0.694
C -19.549 1.638 5.875
C -19.042 2.972 5.370
N -19.278 4.043 6.305
C -19.551 5.339 6.071
S -18.878 6.603 6.955
N -20.513 5.612 5.139
C -21.507 4.616 4.664
C -22.924 5.018 5.046
H -19.046 0.792 5.456
H -20.617 1.441 5.741
H -19.299 1.658 7.003
H -19.419 3.195 4.392
H -17.910 2.832 5.275
H -18.691 4.034 7.125
H -20.772 6.613 5.089
H -21.276 3.639 5.005
H -21.479 4.682 3.597
H -23.114 4.840 6.120
H -23.690 4.430 4.491
H -23.048 6.108 4.797
*
```

The value obtained for the HOMO energy (spin up / spin down) is -6.65 / -7.09 eV. As for the energy above the lowest of the compared OMol25 structures with the same formula, charge and spin: 0.00 kcal per mole. The value obtained for the LUMO energy (spin up / spin down) is -0.0247 / -0.0361 Ha. Its gap between HOMO and LUMO (spin up / spin down) is 5.975 / 6.111 eV. The total energy comes out at -177934.9963 eV.